{
  "formula": "C3H5IN2O2S",
  "method": "ωB97M-V/def2-TZVPD",
  "species": ["C", "C", "C", "N", "N", "O", "O", "S", "I", "H", "H", "H", "H", "H"],
  "xyz": [[0.706, 2.920, -1.054], [0.852, 2.136, -0.151], [1.282, 1.088, 0.636], [-1.719, -2.333, -0.066], [-0.929, 0.063, 0.592], [0.200, -1.137, -1.411], [0.608, -1.962, 0.828], [-0.311, -1.345, -0.058], [2.784, -0.156, 0.034], [0.227, 3.763, -1.682], [1.310, 1.215, 1.694], [-1.353, -3.062, 0.579], [-2.537, -1.902, 0.294], [-1.120, 0.711, -0.238]],
  "forces_ev_per_a": [[-2.12, 2.60, -1.29], [0.69, 0.12, -1.01], [-0.96, -1.25, 0.50], [2.93, -1.11, 0.06], [2.40, 0.90, -1.47], [-1.05, -0.23, 1.02], [0.31, -0.94, 1.39], [-2.26, 1.75, -2.03], [0.41, 0.56, -0.16], [1.46, -2.00, 1.27], [-0.43, -0.08, 0.58], [-1.08, 0.29, -0.55], [-0.52, 0.67, 0.45], [0.22, -1.27, 1.23]],
  "nbo_charge": [-0.0896, -0.1714, -0.2233, -1.0471, -0.9576, -0.9605, -0.9821, 2.3370, 0.4224, 0.2710, 0.2368, 0.3946, 0.3966, 0.3733],
  "e_homo_ev": [-9.230, -9.224],
  "homo_lumo_gap_ev": [7.134, 7.126],
  "relative_energy_kj_mol": 314.3,
  "lumo_ev": [-2.0964, -2.0972],
  "charge": 0,
  "e_tot_ha": -1072.96901,
  "multiplicity": 1
}